C40H49BrLuN4O11SSbSi3 | ωB97M-V/def2-TZVPD

Output
Total charge: -2
Electronic energy: -7917.16159 hartree
HOMO energy: -3.21 eV
HOMO-LUMO gap: 7.1 eV

```
111
Properties=species:S:1:pos:R:3:mulliken_charge:R:1
Lu 8.735 11.164 13.535 3.158
O 4.345 10.436 12.479 -0.619
C 5.169 11.256 13.022 0.353
O 6.349 10.999 13.186 -0.054
C 4.593 12.695 13.343 -0.746
O 5.595 13.619 13.019 -0.474
C 6.321 14.184 14.069 0.092
C 7.777 14.260 13.687 -0.759
O 8.297 15.367 13.923 0.173
O 8.332 13.281 13.084 -0.406
H 4.901 9.635 12.213 0.475
H 3.750 12.856 12.597 0.361
H 4.237 12.656 14.389 0.345
H 6.073 15.196 14.260 0.657
H 6.143 13.680 15.038 -0.140
S 13.520 11.284 14.661 -0.373
C 12.750 10.473 15.951 -0.614
C 11.432 10.380 15.685 0.019
C 10.967 10.878 14.444 -1.362
C 12.003 11.392 13.761 0.695
C 11.840 11.863 12.331 0.714
C 12.786 12.544 11.495 -0.708
C 12.528 12.921 10.207 -0.460
C 11.255 12.690 9.729 -1.035
C 10.340 12.083 10.580 -0.525
N 10.581 11.779 11.868 0.187
H 13.291 9.890 16.701 0.423
H 10.847 9.897 16.464 0.388
H 13.810 12.469 11.882 0.340
H 13.302 13.456 9.667 0.406
H 10.937 12.915 8.726 0.431
H 9.392 11.865 10.244 0.727
O 5.782 7.985 11.916 -0.684
C 6.399 7.609 10.748 0.291
C 6.013 6.413 10.084 -0.660
C 6.551 6.084 8.843 -0.549
C 7.546 6.963 8.285 -0.490
C 7.927 8.144 8.934 -1.090
C 7.310 8.480 10.140 0.770
C 7.778 9.823 10.728 0.948
O 7.472 10.832 10.077 -0.799
O 8.400 9.751 11.811 -0.842
H 6.411 8.031 12.687 0.263
H 5.223 5.797 10.416 0.461
H 6.184 5.231 8.275 0.377
H 7.908 6.700 7.317 0.367
H 8.713 8.766 8.531 0.435
C 13.165 19.630 14.050 -1.013
Si 13.134 17.812 14.464 0.677
C 14.324 17.418 15.973 -1.370
C 14.196 17.061 13.111 -1.034
Sb 10.908 16.487 14.809 -0.620
Si 9.953 17.055 12.543 1.069
C 8.411 18.052 12.714 -0.878
C 11.007 18.335 11.534 -1.350
C 9.790 15.638 11.319 -0.410
Si 9.719 18.080 16.467 0.527
C 10.818 17.859 18.039 -1.070
C 9.457 19.913 16.006 -1.082
C 8.008 17.381 16.505 -0.015
H 14.228 19.958 13.952 0.371
H 12.735 20.105 14.964 0.192
H 12.704 20.029 13.075 0.266
H 15.373 17.695 15.713 0.357
H 14.270 16.389 16.228 0.336
H 14.072 18.030 16.816 0.377
H 15.159 17.671 13.082 0.230
H 13.546 17.197 12.205 0.276
H 14.433 15.990 13.133 0.366
H 8.647 18.935 13.219 0.184
H 7.889 17.419 13.510 -0.069
H 7.941 18.249 11.762 0.474
H 10.591 19.303 11.855 0.284
H 10.741 18.196 10.436 0.340
H 12.119 18.368 11.564 0.244
H 8.868 15.032 11.466 0.054
H 10.692 15.036 11.445 -0.198
H 9.817 16.196 10.321 0.369
H 11.855 18.036 17.836 0.186
H 10.788 16.853 18.337 0.328
H 10.555 18.513 18.902 0.359
H 9.226 20.060 14.957 0.318
H 10.361 20.563 16.215 0.278
H 8.499 20.208 16.542 0.344
H 8.092 16.388 16.913 -0.484
H 7.659 17.265 15.450 -0.004
H 7.213 17.927 16.998 0.592
Br 8.935 10.225 19.962 -0.216
C 8.074 8.942 18.889 -0.016
C 7.314 7.935 19.486 -0.407
C 6.583 7.089 18.619 -0.641
C 6.705 7.223 17.230 -0.442
C 7.381 8.270 16.650 0.208
C 8.104 9.158 17.528 0.506
C 7.368 8.507 15.139 0.266
O 6.654 7.838 14.450 -1.051
O 8.310 9.318 14.778 -0.482
H 7.098 7.862 20.588 0.271
H 6.068 6.228 18.973 0.404
H 6.110 6.596 16.629 0.461
H 8.485 10.030 17.047 -0.104
N 9.440 13.265 16.477 0.280
C 8.177 12.870 16.428 0.811
O 7.744 12.000 15.675 -0.408
C 7.341 13.443 17.445 0.574
C 6.076 12.942 17.787 -0.155
N 5.050 12.512 18.100 -0.882
C 7.859 14.400 18.333 -0.533
N 8.381 15.210 18.981 -0.709
H 9.731 13.962 17.217 0.137
H 10.122 13.103 15.747 -0.142
```